Record 1
# CH19O9

9 unconnected molecules or ions with the total composition CH19O9 in a non-equilibrium geometry (ωB97M-V/def2-TZVPD, the OMol25 dataset).

## Properties
2S+1: 1
HOMO level, eV: -5.33
Total charge: -1

Structure (XYZ):
```
29
Properties=species:S:1:pos:R:3:forces:R:3
C 0.557 0.246 -0.600 1.0071 -1.3199 1.9714
O 0.440 -0.833 0.311 -0.6374 0.5123 -0.8781
H -0.177 1.020 -0.437 -0.4614 0.3741 -0.4195
H 0.572 -0.132 -1.613 -0.1902 0.6621 -0.5468
H 1.536 0.627 -0.359 0.6709 1.1540 -0.7592
O 2.279 -1.092 2.263 0.7160 0.3652 2.2821
H 1.603 -0.955 1.608 -1.1756 -0.3422 -1.6774
H 3.081 -1.436 1.902 0.3093 -0.2725 -0.6631
O 1.524 1.848 2.200 1.4444 2.3345 -1.2617
H 1.559 1.052 1.704 -0.0915 -1.4553 -0.2761
H 0.980 1.732 2.937 -1.3147 -0.7859 1.6312
O -1.043 2.705 1.303 -1.1075 0.3419 -0.4321
H -1.288 2.303 0.453 -0.1611 0.2944 0.1279
H -0.093 2.751 1.305 0.9490 -0.1883 0.1287
O -2.155 -1.296 -1.036 0.1238 0.7357 1.1398
H -2.207 -1.508 -1.951 0.4747 -0.3721 -1.0274
H -1.230 -1.039 -0.779 -0.4835 -0.8777 0.0440
O 2.443 -2.027 -1.024 0.2096 -0.1492 -0.7281
H 3.257 -1.961 -0.539 0.4869 0.0384 0.2228
H 1.803 -1.481 -0.526 -0.6739 -0.3855 0.6216
O 0.348 -1.809 -3.343 0.3243 -0.6906 -0.2760
H -0.415 -1.411 -3.737 -0.6152 0.4024 -0.3651
H 0.638 -1.185 -2.678 0.3132 -0.1072 0.1857
O -1.650 0.003 1.770 -2.8383 2.1836 2.2855
H -1.678 0.993 1.764 -0.2869 -1.1216 0.5074
H -0.962 -0.115 1.180 2.9077 -1.5761 -1.9915
O -3.022 1.286 -0.790 -0.7030 1.4196 0.0807
H -2.824 0.361 -0.980 -0.1204 -0.7210 0.4391
H -3.877 1.356 -0.321 0.9238 -0.4530 -0.3658
```
Positions in Å, forces in eV/Å.

Record 2
# CH20MnO13

A molecular structure, CH20MnO13 in a non-equilibrium geometry (ωB97M-V/def2-TZVPD, the OMol25 dataset).

## Properties
2S+1: 6
HOMO level (alpha / beta), eV: -10.05 / -10.05
<S²>: 8.754
Total charge: 0

Structure (XYZ):
```
35
Properties=species:S:1:pos:R:3:forces:R:3
Mn 0.830 29.302 21.113 1.0042 -0.1712 1.9844
C 2.209 29.050 23.176 0.4654 -0.6401 -0.3952
O 2.345 30.022 22.302 -0.3737 0.3736 -0.7434
O 1.253 28.211 22.846 -0.2540 0.0845 -0.4309
O 2.948 28.902 24.162 -0.5910 0.1159 -0.5325
O 0.153 27.527 25.688 -0.1793 0.0371 0.0716
H 0.703 27.672 24.909 -0.1568 -0.0548 -0.1278
H -0.461 28.268 25.689 0.0525 0.0626 0.0438
O 1.347 31.232 25.225 -0.1743 0.0016 -0.4120
H 2.025 30.568 25.038 0.0302 0.0709 0.3304
H 1.679 32.025 24.785 0.0912 0.0527 0.0861
O 2.656 25.982 24.946 -0.0453 -0.1782 -0.2684
H 3.520 25.689 24.637 0.0445 0.0339 0.0723
H 2.574 26.884 24.605 0.2539 -0.0595 0.1375
O 3.434 32.712 23.211 -0.3383 0.0676 0.0713
H 3.342 31.759 23.095 0.0742 0.0206 0.0113
H 3.793 33.005 22.368 0.1588 -0.0343 0.0199
O 5.395 27.377 22.450 -0.1299 -0.0320 0.0176
H 6.258 27.113 22.784 0.0365 0.0530 0.0053
H 4.876 27.563 23.241 0.0333 0.1344 0.0184
O 2.656 28.449 26.986 0.0791 0.1698 0.1490
H 2.721 28.549 26.029 0.0221 -0.0420 0.1759
H 1.768 28.094 27.113 0.0641 -0.0765 -0.0832
O 1.709 25.396 22.184 -0.0985 -0.0516 -0.1966
H 1.884 25.087 23.082 -0.0278 0.0271 0.0451
H 1.546 26.336 22.325 0.0458 0.0018 0.1572
O 4.756 31.024 21.012 -0.0997 0.0807 -0.1650
H 3.938 30.660 21.374 0.1442 -0.1452 0.1143
H 5.453 30.593 21.519 0.0114 -0.0287 0.0164
O 5.413 30.063 25.063 0.1021 -0.1250 -0.0843
H 5.396 29.670 25.941 -0.0399 0.0607 0.0481
H 4.609 29.730 24.641 -0.0192 0.0583 0.0814
O -0.960 29.989 21.965 -0.4916 0.2037 -0.3721
H -1.830 29.579 21.894 0.0202 -0.0574 0.0595
H -1.064 30.757 22.544 0.2858 -0.0140 0.0945
```
Positions in Å, forces in eV/Å.

Values of total energy, in order: -726.6808 -2179.2483, all in hartree.
Values of energy relative to the best compared isomer or geometry (same formula, charge and spin), in order: 0.897 1.310, all in eV.